[1]
51
Properties=species:S:1:pos:R:3:forces:R:3:mulliken_spin:R:1 method="wB97M-V/def2-TZVPD" homo_energy_ev="-14.3 / -14.3" spin_multiplicity=3 relative_energy_kcal_mol=6.5 e_tot_ev=-89355.817 charge=+2 homo_lumo_gap_ha="0.2377 / 0.2634"
I 0.03918 2.35743 -5.65630 0.021 -0.847 0.186 0.000
I 0.04404 -0.33634 -5.18783 -0.001 0.839 -0.083 0.002
V 0.05315 0.59949 -0.20604 -0.638 2.403 0.042 2.167
Cl -0.04413 2.40110 1.13549 0.071 -0.649 -0.406 -0.014
P 2.35721 1.46017 -0.89847 1.519 0.389 -0.688 -0.079
P -2.21649 1.51385 -1.17372 -1.445 0.098 -0.292 -0.074
N 0.43571 -1.28968 0.14048 -0.245 -0.726 0.922 -0.005
N 0.47773 -3.02579 1.70220 -0.261 0.191 -0.330 0.002
N -0.98167 -1.06868 2.00958 -0.296 0.662 -0.848 0.028
C 1.93711 -3.13962 1.60677 -0.082 0.464 -0.417 0.000
C 3.63320 0.44398 -0.05454 -0.447 -0.380 0.231 0.003
C -0.18440 -4.33950 1.56174 -0.826 0.064 0.514 0.001
C -2.12490 -1.79119 2.60745 -0.090 -0.363 0.006 0.000
C -0.08529 -1.84690 1.23045 1.600 -0.227 0.449 -0.041
C -2.87332 1.43055 -2.88671 0.590 -0.307 -0.362 -0.006
C 3.03313 3.13480 -0.56416 -0.654 0.369 0.285 0.002
C -3.35398 0.37921 -0.28545 0.188 -0.416 0.284 -0.002
C -2.98232 3.10907 -0.67570 0.701 0.461 0.270 0.001
C -0.29207 -0.22476 3.04226 0.337 -0.084 -0.010 0.020
C 2.88194 1.34622 -2.64952 -0.474 -0.375 -0.286 0.002
H -1.02249 0.48142 3.47354 0.198 -0.474 -0.299 0.002
H 3.98166 1.36481 -2.70788 -0.419 0.034 0.029 -0.003
H -3.97442 1.47716 -2.89038 0.434 0.009 0.188 -0.003
H -0.99837 -4.29405 0.82172 0.171 -0.086 0.450 0.000
H -2.93587 0.06091 0.68051 -0.125 0.176 -0.219 0.002
H 3.57423 -0.59442 -0.39910 0.116 0.136 0.041 0.001
H 2.45371 2.17303 -3.23190 0.179 -0.075 0.261 0.002
H -3.52219 -0.52134 -0.88890 -0.062 0.184 0.118 -0.001
H -1.74607 -2.54654 3.32166 -0.368 0.042 -0.398 0.000
H 0.53875 -5.08831 1.21418 -0.183 0.347 0.078 0.000
H 0.12245 -0.85977 3.84117 -0.076 0.192 -0.189 0.002
H 4.13274 3.09701 -0.55005 -0.407 -0.148 -0.112 -0.002
H -2.73093 3.90399 -1.38554 0.037 -0.183 0.083 0.000
H 2.23757 -4.10118 2.03487 -0.017 0.417 -0.024 0.000
H -2.78463 -1.11555 3.18965 0.634 -0.099 -0.519 0.000
H 2.49056 0.43736 -3.11627 0.261 -0.033 0.046 0.003
H 4.63341 0.84503 -0.25070 -0.255 -0.073 -0.105 -0.001
H 3.47034 0.45428 1.02723 0.027 0.017 -0.070 0.000
H -2.61870 3.41633 0.30539 -0.087 -0.004 -0.012 0.001
H 2.70268 3.83186 -1.34370 0.068 -0.208 0.129 0.001
H 2.25331 -3.09114 0.56357 0.420 -0.345 -0.064 0.000
H 1.08324 -1.91437 -0.36786 -0.406 0.523 0.419 0.006
H 0.49532 0.40395 2.58684 -0.304 -0.614 0.340 -0.012
H -2.53818 0.50893 -3.37227 -0.206 0.005 0.074 0.000
H -2.46729 2.24460 -3.50167 -0.134 -0.064 0.295 0.001
H -0.53824 -4.61295 2.55937 -0.242 -0.418 -0.389 0.000
H -4.07580 3.00970 -0.63247 0.371 -0.183 -0.162 -0.002
H 2.67793 3.53016 0.38639 0.080 -0.045 0.066 0.000
H -2.73581 -2.21926 1.78979 0.340 -0.074 0.594 -0.001
H 2.38731 -2.30158 2.14189 0.133 -0.205 0.046 0.000
H -4.30006 0.90654 -0.09706 0.255 -0.316 -0.165 0.000

=====

[2]
51
Properties=species:S:1:pos:R:3:forces:R:3:mulliken_spin:R:1 method="wB97M-V/def2-TZVPD" homo_energy_ev="-11.5 / -11.7" spin_multiplicity=2 relative_energy_kcal_mol=47.5 e_tot_ev=-122641.495 charge=+1 homo_lumo_gap_ha="0.2414 / 0.2504"
Pd 0.04287 -1.10011 0.36491 0.366 -0.231 -0.098 0.510
Ge -1.98253 -1.24521 1.57470 -0.635 0.022 -0.007 -0.046
Cl 2.29519 0.09904 1.57765 0.127 0.146 0.111 0.005
Cl -0.01531 1.53589 0.52632 0.067 -0.150 0.062 0.019
Si -3.09646 -2.34713 -0.27345 -0.035 -0.044 -0.015 0.027
Si -0.69641 -2.72766 3.02492 0.360 0.136 -0.123 0.002
Si -3.21323 0.55669 2.58859 0.107 0.052 -0.019 0.011
O 0.44237 -1.63533 -1.51184 -0.082 0.049 0.063 0.431
C 0.45671 -3.84144 2.06534 0.039 -0.086 -0.048 0.007
C -3.97572 1.58384 1.23362 -0.042 0.007 -0.073 -0.001
C 1.45920 -0.98393 -2.21973 -0.132 -0.098 -0.076 -0.010
C -4.68293 -2.91915 0.53838 -0.086 -0.039 -0.063 -0.001
C -2.05579 1.59814 3.62430 -0.001 0.039 0.063 0.000
C 0.22451 -1.77779 4.33515 -0.021 0.065 0.081 -0.002
C 1.25620 1.51294 1.78328 0.021 -0.008 0.004 -0.004
C -2.10471 -3.78160 -0.91980 0.023 -0.083 0.017 0.002
C -2.11808 -3.69299 3.75855 -0.114 0.007 -0.002 -0.001
C -4.49934 -0.28660 3.64442 -0.024 -0.024 0.069 0.000
C -3.39831 -1.07508 -1.59728 0.062 0.145 -0.024 -0.003
H -3.24787 1.82544 0.45661 -0.008 0.026 0.002 0.000
H -0.09063 -4.59736 1.50039 -0.019 0.012 -0.006 0.002
H -2.09964 -4.62074 -0.22117 0.005 0.007 0.006 0.001
H 1.06588 -1.22611 3.91260 0.004 0.005 -0.003 0.000
H -0.42560 -1.07255 4.85599 0.005 -0.007 0.013 0.000
H -1.49328 2.28713 2.99237 0.021 0.006 -0.002 0.000
H -4.03982 -0.26384 -1.24945 0.005 -0.002 -0.011 -0.001
H 0.62533 -2.46690 5.08282 0.005 -0.014 -0.012 0.000
H -2.56717 -4.12653 -1.84891 -0.004 -0.035 0.017 -0.001
H -1.35555 1.00024 4.20992 -0.008 -0.002 0.008 0.000
H 1.08016 -0.14865 -2.81714 0.015 0.036 0.042 0.001
H -1.70378 -4.37070 4.51107 -0.013 -0.008 -0.005 -0.001
H -2.63277 2.20529 4.32649 -0.006 0.003 -0.009 0.001
H 1.09575 -3.30939 1.35526 0.031 0.004 0.040 -0.001
H -2.84781 -3.05258 4.25639 0.004 -0.014 0.023 0.000
H -2.45282 -0.64780 -1.93976 -0.004 -0.017 -0.009 0.002
H -5.27028 -2.08390 0.92358 -0.002 0.003 -0.008 0.000
H -5.10456 0.47718 4.14016 -0.010 -0.014 0.002 0.000
H -3.87731 -1.53792 -2.46314 -0.025 -0.030 0.023 0.001
H -1.07533 -3.50694 -1.15316 -0.006 0.032 -0.025 -0.002
H -5.17227 -0.91403 3.05861 0.002 -0.001 -0.006 0.000
H 1.84949 2.41370 1.68101 -0.007 0.001 -0.026 0.000
H 0.76628 1.44467 2.74760 -0.004 0.041 0.003 0.000
H -4.35176 2.52679 1.63756 -0.013 -0.012 0.022 0.000
H -4.50082 -3.61893 1.35620 -0.001 0.010 0.006 0.000
H -5.29699 -3.43729 -0.20391 -0.004 -0.004 0.014 0.001
H -2.64216 -4.29763 3.01725 0.019 -0.007 -0.013 0.001
H 1.88747 -1.72392 -2.90667 0.040 0.061 -0.012 0.038
H -4.04972 -0.90511 4.42337 -0.004 0.019 0.016 0.001
H 1.12017 -4.35759 2.76495 -0.025 -0.025 0.003 0.001
H -4.81329 1.06780 0.76082 0.008 -0.007 -0.003 0.000
H 2.27393 -0.64271 -1.56919 -0.003 0.028 -0.011 0.010

=====

[3]
53
Properties=species:S:1:pos:R:3:forces:R:3:nbo_charge:R:1 method="wB97M-V/def2-TZVPD" homo_energy_ev="-4.3 / -4.3" spin_multiplicity=1 relative_energy_kcal_mol=110.7 e_tot_ev=-33943.852 charge=0 homo_lumo_gap_ha="0.1693 / 0.1693"
Sn -0.00179 -0.13474 0.11307 4.646 1.515 -0.392 1.138
O 1.44808 -1.97117 -0.14294 0.751 -2.382 0.365 -0.988
O 1.18574 2.27239 -1.47923 0.142 1.023 -0.718 -0.602
O 1.40099 -0.71407 3.02262 0.251 -0.323 1.210 -0.602
O 0.83176 0.68488 -4.79203 0.302 -0.080 -0.339 -0.744
O -1.17923 1.58655 1.40625 -0.827 0.565 0.743 -0.989
N 1.33439 1.50143 -0.30347 -2.525 -1.622 -1.479 -0.483
N -1.68794 0.07573 -1.22155 -2.692 1.000 -2.085 -0.555
N 1.40941 0.09020 1.84696 -2.942 -3.051 -1.056 -0.502
N -1.30498 -1.73274 1.22401 -2.019 -2.294 2.070 -0.527
C 1.24707 -0.35913 -3.91271 0.264 -0.097 0.302 -0.263
C 2.26925 1.08124 1.78788 2.411 4.338 -1.203 0.023
C 2.17129 1.91073 0.62166 2.708 0.215 3.457 0.065
C -2.23334 -2.02030 0.05543 0.157 -0.409 -0.086 -0.256
C 3.26402 1.36564 2.90938 -0.547 0.571 -1.130 -0.640
C -1.80276 -1.40722 -1.31832 -0.916 0.082 -0.377 -0.287
C -0.86322 -3.08426 1.75224 -0.667 0.313 0.019 -0.435
C 3.03207 3.15649 0.41413 -0.205 -1.201 0.987 -0.644
C -1.56917 0.81870 -2.51824 -0.952 -0.402 0.186 -0.453
C -2.87428 0.66645 -0.54683 -0.252 -0.717 -0.929 -0.430
C -2.03610 -1.10051 2.38754 -0.401 -0.563 -0.001 -0.448
H -0.38012 -3.68864 0.95922 -0.161 0.338 0.500 0.215
H -0.19873 -2.99582 2.64040 -0.388 -0.035 -0.730 0.209
H -3.00928 0.29149 0.48769 0.073 0.583 -1.009 0.220
H 1.88639 0.06004 -3.11106 -0.202 -0.425 -0.252 0.193
H -2.75811 1.76200 -0.57889 -0.296 -0.560 0.239 0.221
H 4.01211 2.84566 0.05699 0.217 0.279 -0.202 0.205
H 1.59052 0.89642 -5.36253 -0.509 0.021 0.363 0.477
H 2.86513 2.15679 3.54574 0.169 -0.023 0.369 0.202
H 3.46768 0.47857 3.48761 0.051 -0.196 0.192 0.224
H -2.45938 -0.09854 2.18409 0.528 -0.684 -0.048 0.242
H -2.86527 -1.78650 2.65385 0.192 0.367 0.135 0.185
H 3.15227 3.63055 1.39116 0.124 0.217 -0.220 0.210
H -0.45736 1.10231 1.90932 0.033 1.319 -0.619 0.507
H -2.26267 -3.12216 -0.08334 -0.131 0.677 0.009 0.222
H -1.80370 -3.58149 2.06116 0.616 -0.264 0.038 0.196
H 0.55798 -2.28438 0.19578 2.183 0.257 -0.348 0.471
H 4.18612 1.73184 2.44688 -0.018 -0.084 0.291 0.212
H -0.73838 0.55882 -3.19451 -0.544 0.050 0.762 0.238
H 0.67265 1.74272 -2.12022 0.583 0.041 0.703 0.461
H -0.88843 1.89236 0.51250 0.617 0.364 1.412 0.490
H -1.54675 1.90036 -2.27868 0.090 -0.622 -0.245 0.222
H 0.69424 -1.38349 2.92992 0.665 0.845 -0.409 0.446
H -1.36429 -1.01983 3.27044 -0.308 -0.015 -0.692 0.221
H -2.59422 -1.60502 -2.06115 -0.096 -0.209 0.273 0.210
H -3.24950 -1.68579 0.31727 0.361 -0.259 -0.161 0.215
H -3.68961 0.34221 -1.21783 -0.542 0.485 0.661 0.182
H -2.52849 0.58410 -3.00883 0.331 0.430 -0.547 0.192
H 0.34606 -0.79986 -3.44554 0.668 0.088 -0.354 0.167
H 1.85904 -1.39013 0.55661 -0.265 -0.597 -0.057 0.514
H 1.77578 -1.15105 -4.46100 -0.070 0.129 0.238 0.176
H -0.88159 -1.90578 -1.70959 -0.564 0.767 0.404 0.250
H 2.56865 3.83596 -0.27930 -0.094 0.235 -0.240 0.225